(1)
This record from OMol25 describes an isolated ion of composition C6H16N2 and charge -1 in a non-equilibrium geometry. The level of theory is ωB97M-V/def2-TZVPD.

Last column: Mulliken spin population.
Positions of all 24 atoms, in Å:
C: -2.02490 0.18250 -0.65003  2.17
C: -0.56346 0.28140 -0.35138  -2.88
C: 0.22245 -0.59824 -1.37840  1.28
C: 1.15703 -1.48647 -0.65290  -0.08
C: 0.44446 -2.53380 0.27888  0.56
N: 0.16849 1.53682 -0.28281  0.54
C: 0.07006 2.19619 1.09736  1.73
N: 1.09470 1.58872 2.03511  -0.11
H: -2.26099 -0.82367 -0.77747  -0.10
H: -2.68719 0.50980 0.18358  -0.49
H: -2.28958 0.77789 -1.40339  -0.40
H: -0.51628 -0.08712 0.77104  0.15
H: -0.38976 -1.29444 -1.99120  0.19
H: 0.75116 -0.07845 -2.22429  -0.27
H: 1.78857 -0.70146 -0.05239  0.02
H: 1.71855 -1.91648 -1.53460  -0.10
H: 1.23443 -3.04928 0.67319  -0.02
H: -0.15784 -2.01166 1.14244  -0.07
H: -0.28381 -3.15158 -0.18634  -0.20
H: -0.15557 2.17085 -1.02228  -0.27
H: -0.91755 2.14878 1.36939  -0.05
H: 0.31877 3.25188 0.85786  -0.51
H: 1.50878 0.81843 1.74217  0.08
H: 1.76949 2.26937 2.35647  -0.14

Cartesian forces, eV/Å:
0.049 0.639 3.896
0.948 -1.131 1.209
-1.237 -0.355 -0.929
0.985 0.779 0.261
-1.132 3.740 0.442
-0.387 1.044 1.264
3.918 -0.363 -3.017
-3.853 5.236 1.478
-0.554 -1.767 -0.637
0.527 0.008 -0.167
-1.182 1.988 -3.522
0.530 -0.007 -2.364
-0.527 0.506 0.594
-0.369 0.430 1.280
-0.450 -1.979 -0.774
0.198 -0.276 1.599
1.626 -1.934 1.439
1.383 -0.856 -1.534
-0.346 -0.616 -0.838
0.140 -0.054 0.424
-2.225 -0.345 1.535
-0.013 -0.475 0.683
2.095 -4.166 -2.049
-0.124 -0.045 -0.274

Calculated values
**Orbital gap (alpha / beta)**: 2.5 / 9.2 eV
**Total charge**: -1
**Spin multiplicity**: 2
**LUMO level (alpha / beta)**: 3.88 / 3.82 eV
**<S²>**: 0.750

(2)
This record from OMol25 describes the molecule C6H16N2 in a non-equilibrium geometry. The level of theory is ωB97M-V/def2-TZVPD.

Last column: Mulliken charge in e.
Positions of all 24 atoms, in Å:
C: 0.60996 -0.67143 -0.31468  -0.83
N: -0.35435 0.44677 -0.52710  -0.35
C: -1.60832 -0.07013 -1.08412  -0.52
C: -2.18122 1.00675 -2.01742  -0.42
N: -3.60758 1.25220 -1.91379  -0.53
C: 1.91214 -0.20154 0.30864  -0.68
C: 2.45428 -1.08836 2.59648  -1.32
C: 1.74294 0.06734 1.83898  -0.38
H: 0.12520 -1.47672 0.27833  0.36
H: 0.70040 -1.17311 -1.27320  0.55
H: -0.43582 0.71554 0.44709  0.22
H: -2.33024 -0.42303 -0.33484  0.38
H: -1.32557 -0.94414 -1.76731  0.18
H: -1.60624 1.93764 -1.84968  0.28
H: -1.97223 0.81818 -3.07292  0.37
H: -4.04892 1.22304 -2.84141  0.20
H: -3.99250 1.92136 -1.27426  0.17
H: 2.65661 -0.99905 0.12051  0.37
H: 2.22122 0.73718 -0.20461  0.29
H: 2.37723 -0.99853 3.69468  0.36
H: 2.21806 -2.10585 2.29227  0.33
H: 3.54944 -1.04686 2.40966  0.33
H: 2.15870 0.98246 2.26965  0.34
H: 0.73680 0.09029 2.21904  0.28

Cartesian forces, eV/Å:
-0.988 -0.283 -0.488
1.257 -1.426 0.848
0.653 -0.485 -1.362
-0.184 1.528 0.238
-0.597 -1.197 -1.390
-0.415 0.792 0.060
1.259 0.465 0.514
1.319 -1.533 0.570
0.313 0.288 0.324
0.676 0.178 -0.376
-0.882 0.788 -0.107
0.041 0.149 -0.226
-0.455 0.840 1.164
-0.136 -0.354 0.257
0.023 -0.469 0.138
0.039 0.379 1.157
0.286 0.248 -0.096
-0.108 0.606 0.319
-0.069 -0.720 0.163
-0.282 -0.118 -0.419
-0.655 0.057 -0.074
-0.480 0.239 -0.030
0.276 0.144 -0.736
-0.889 -0.118 -0.449

Calculated values
**Orbital gap**: 9.9 eV
**LUMO level**: 1.17 eV
**Structure (SMILES)**: CCCCNCCN

(3)
This record from OMol25 describes a 2-piece molecular cluster, C6H16N2 overall in a non-equilibrium geometry. The level of theory is ωB97M-V/def2-TZVPD.

Last column: Mulliken charge in e.
Positions of all 24 atoms, in Å:
C: 0.56378 -1.83257 -0.75008  -1.77
C: -0.34825 0.15178 -2.01719  -1.75
C: -0.89451 -0.10901 0.46047  0.24
C: 0.06173 -0.39704 -0.65592  1.89
N: -2.11301 0.53572 0.05522  -0.58
N: -1.12944 -1.13023 1.47354  -0.68
H: -2.68707 0.72253 0.86830  0.30
H: -2.65321 -0.04213 -0.57939  0.23
H: -0.28736 -1.33147 1.99977  0.25
H: -1.44999 -1.99799 1.05304  0.25
H: -0.24354 -2.51873 -1.02305  0.38
H: 0.99430 -2.18127 0.18849  0.35
H: 1.32869 -1.90925 -1.52292  0.42
H: -0.64753 1.19474 -1.94119  0.39
H: 0.48223 0.07856 -2.72027  0.43
H: -1.18800 -0.41065 -2.43171  0.39
C: 1.00745 1.72430 1.55250  -0.44
C: 1.93560 1.44978 0.57783  -0.53
H: 2.09059 2.14705 -0.23493  0.25
H: 2.79207 0.82593 0.79861  0.24
H: 1.16074 1.34947 2.55733  0.26
H: 0.45789 2.65677 1.52337  0.24
H: -0.25956 0.75807 1.10569  -0.18
H: 1.02640 0.26564 -0.33750  -0.58

Cartesian forces, eV/Å:
-0.109 0.064 -0.019
0.033 -0.005 0.098
0.980 1.605 1.586
1.515 0.745 0.033
-0.192 0.136 -0.194
-0.055 -0.181 0.015
0.047 -0.076 -0.009
-0.012 -0.003 -0.008
-0.015 -0.039 -0.045
0.056 -0.021 0.057
-0.019 -0.037 0.000
0.019 -0.015 -0.022
0.034 -0.006 -0.005
-0.025 0.003 -0.038
0.014 -0.048 -0.027
-0.054 -0.007 -0.071
2.033 0.756 -0.393
-0.143 1.157 1.567
-0.317 -0.193 -0.293
-0.199 -0.387 -0.099
-0.278 -0.451 -0.080
-0.387 -0.192 -0.281
-1.522 -1.591 -1.065
-1.403 -1.215 -0.707

Calculated values
**Orbital gap**: 9.3 eV
**LUMO level**: 0.93 eV
**Structure (SMILES)**: CC(C)C(N)N.C=C

(4)
This record from OMol25 describes the molecule C6H16N2 in a non-equilibrium geometry. The level of theory is ωB97M-V/def2-TZVPD.

Last column: Mulliken charge in e.
Positions of all 24 atoms, in Å:
C: 0.51046 -0.57171 0.25832  1.93
C: -0.24031 0.17591 -0.85087  0.27
C: 1.17477 0.22434 1.38711  -1.82
C: 1.56096 -1.51386 -0.35992  -1.79
C: -0.62478 -1.55213 0.95935  -1.73
C: -1.75440 0.09961 -1.03594  -1.88
N: 0.22372 1.69640 -0.82593  -0.31
N: -0.47374 2.49436 0.13885  -0.52
H: 0.17098 2.09058 -1.77097  0.26
H: 0.18416 -0.13909 -1.81111  0.20
H: -1.37019 2.84574 -0.20476  0.20
H: 0.07340 3.31467 0.40832  0.21
H: 2.08741 0.72797 1.05583  0.36
H: 0.50156 0.95002 1.85263  0.43
H: 1.47449 -0.43366 2.21049  0.44
H: 1.13263 -2.13573 -1.15196  0.44
H: 2.38415 -0.93616 -0.79254  0.42
H: 1.97663 -2.19565 0.38984  0.40
H: -1.37384 -0.97144 1.50282  0.39
H: -0.10643 -2.16070 1.70715  0.46
H: -1.08700 -2.25537 0.26123  0.35
H: -2.07044 0.74685 -1.86045  0.45
H: -2.29463 0.40807 -0.13657  0.39
H: -2.05958 -0.90899 -1.33093  0.43

Cartesian forces, eV/Å:
-2.067 -2.589 1.276
1.161 3.550 -0.858
-0.180 0.251 0.244
-0.084 0.125 -0.016
1.799 0.698 -0.039
-0.028 -0.190 0.337
-0.249 -1.302 -0.037
-0.355 0.009 -0.306
-0.265 -0.247 0.432
0.081 -0.010 0.105
0.209 -0.180 -0.042
0.087 -0.567 -0.250
-0.246 0.105 -0.112
0.093 0.024 -0.345
-0.025 -0.278 -0.293
-0.041 0.081 0.036
-0.045 -0.021 0.011
-0.029 0.189 -0.002
-0.012 0.001 -0.273
0.007 0.036 -0.038
-0.001 0.321 -0.062
0.223 0.068 0.091
0.001 -0.142 -0.125
-0.035 0.069 0.267

Calculated values
**Orbital gap**: 9.8 eV
**LUMO level**: 0.95 eV
**Structure (SMILES)**: C[C@@H](NN)C(C)(C)C

(5)
This record from OMol25 describes a 3-piece molecular cluster, C6H16N2O overall in a non-equilibrium geometry. The level of theory is ωB97M-V/def2-TZVPD.

Last column: Mulliken charge in e.
Positions of all 25 atoms, in Å:
C: -0.24298 -0.23354 0.49227  1.74
C: 0.83341 0.11771 -0.35724  -0.19
C: -0.37798 0.94060 -1.82090  -0.77
C: -0.83035 0.84634 1.36610  -1.84
C: -1.23055 -1.30824 0.11876  -1.55
C: 1.66364 -0.87998 -1.11702  -1.46
N: 0.95564 -1.12535 1.87956  -0.60
N: -1.47000 1.80485 -1.64295  -0.55
O: 1.84990 -0.13242 2.44624  -0.41
H: 1.41537 0.10380 3.27330  0.32
H: 1.61369 -1.76941 1.43806  0.25
H: 1.41027 0.96580 0.00622  0.40
H: -2.31789 1.36171 -1.31678  0.28
H: -1.26481 2.64166 -1.11458  0.25
H: 0.45077 1.45809 -2.29820  0.43
H: -0.65859 0.03730 -2.35344  0.38
H: -2.18118 -0.87656 -0.19989  0.29
H: -0.08277 1.59172 1.63096  0.39
H: -1.68949 1.32936 0.89616  0.38
H: -1.21096 0.38963 2.28065  0.41
H: -1.43273 -1.90666 1.00844  0.49
H: -0.87283 -1.97373 -0.66344  0.27
H: 2.55075 -1.14151 -0.53928  0.40
H: 1.11922 -1.79344 -1.35014  0.27
H: 2.00044 -0.44773 -2.06287  0.42

Cartesian forces, eV/Å:
1.537 -1.723 3.088
-1.804 2.245 -3.431
2.342 -0.724 0.941
0.040 -0.283 0.097
0.326 -0.172 0.310
-0.216 0.156 0.033
-1.730 0.661 0.056
-0.185 -0.002 0.338
-0.404 -0.191 -0.600
0.027 -0.144 -0.108
-0.145 0.323 -0.318
-0.050 -0.072 0.033
0.105 0.082 0.066
-0.073 -0.076 -0.041
-0.108 -0.078 -0.260
0.062 -0.024 -0.025
0.025 0.108 -0.059
-0.023 0.032 -0.035
0.152 0.036 -0.129
0.060 -0.044 0.059
-0.040 -0.021 -0.002
0.033 0.015 -0.022
0.040 -0.049 -0.026
-0.011 -0.053 0.019
0.039 -0.001 0.016

Calculated values
**Orbital gap (alpha / beta)**: 7.7 / 7.7 eV
**LUMO level (alpha / beta)**: 0.82 / 0.82 eV

(6)
This record from OMol25 describes a 2-piece molecular cluster, C6H16N2O overall in a non-equilibrium geometry. The level of theory is ωB97M-V/def2-TZVPD.

Last column: Mulliken charge in e.
Positions of all 25 atoms, in Å:
C: 1.07755 -0.82503 0.47138  1.77
C: 1.71389 -1.04929 -0.90192  -1.71
C: 1.50571 0.54966 1.00412  -1.60
N: 1.57541 -1.85830 1.40113  -0.71
H: -0.81793 1.58635 -1.43068  0.27
H: 1.15699 -1.69367 2.32082  0.30
H: 1.25567 -2.78130 1.11084  0.29
H: 1.35813 -0.30652 -1.62555  0.33
H: 2.80619 -0.96570 -0.85508  0.40
H: 1.47954 -2.04076 -1.30566  0.37
H: 1.08899 0.75212 1.99793  0.32
H: 1.15885 1.35029 0.34066  0.30
H: 2.59654 0.62889 1.08094  0.43
C: -1.75263 2.80067 -0.09983  -0.70
C: -1.15780 -1.62862 -0.67149  -1.36
N: -1.73927 1.99930 -1.31315  -0.64
C: -0.47282 -0.90115 0.45865  0.32
O: -1.14406 -0.47559 1.40360  -0.61
H: -2.39831 1.22979 -1.20019  0.28
H: -2.73650 3.25677 0.03858  0.32
H: -1.00719 3.59764 -0.16654  0.29
H: -1.52679 2.18392 0.77396  0.22
H: -2.24182 -1.52386 -0.56377  0.38
H: -0.90096 -2.68968 -0.63499  0.40
H: -0.87739 -1.19594 -1.63376  0.35

Cartesian forces, eV/Å:
0.275 0.423 0.217
-0.110 -0.114 -0.199
-0.039 0.180 0.197
-0.406 0.052 0.162
-0.163 -0.004 -0.055
0.182 -0.044 -0.276
0.124 0.105 -0.018
0.023 -0.085 0.111
-0.270 0.001 0.210
0.015 0.106 0.073
-0.024 -0.155 -0.222
0.003 -0.130 0.046
-0.197 -0.221 -0.111
0.099 -0.058 0.373
-0.409 0.333 -0.011
-0.115 -0.287 -0.346
-0.980 0.360 1.256
1.312 -0.460 -1.383
0.236 0.147 -0.133
0.141 -0.014 -0.054
-0.133 -0.042 -0.033
-0.027 0.219 0.281
0.223 -0.090 0.129
0.095 0.045 -0.202
0.143 -0.268 -0.013

Calculated values
**Orbital gap**: 10.0 eV
**LUMO level**: 0.72 eV
**Structure (SMILES)**: CC(=O)C(C)(C)N.CN

ΔE to the lowest compared entry with this formula, charge and spin
In order: 51.8 34.5 61.6 40.6 128.8 23.4
Unit: kcal per mole